{"formula": "C32H75CaN7O8P3Si", "method": "ωB97M-V/def2-TZVPD", "lumo_ev": -1.6, "energy_ha": -4241.1850, "total_charge": 1, "multiplicity": 1, "species": ["Ca", "C", "N", "C", "P", "O", "O", "P", "O", "N", "C", "C", "N", "C", "C", "N", "C", "C", "H", "H", "H", "H", "H", "H", "H", "H", "H", "H", "H", "H", "H", "H", "H", "H", "H", "H", "H", "H", "H", "H", "H", "H", "O", "P", "N", "C", "C", "C", "C", "N", "C", "C", "C", "C", "N", "C", "C", "C", "C", "H", "H", "H", "H", "H", "H", "H", "H", "H", "H", "H", "H", "H", "H", "H", "H", "H", "H", "H", "H", "H", "H", "H", "H", "C", "C", "C", "C", "O", "Si", "O", "O", "C", "C", "C", "C", "O", "C", "C", "C", "C", "H", "H", "H", "H", "H", "H", "H", "H", "H", "H", "H", "H", "H", "H", "H", "H", "H", "H", "H", "H", "H", "H", "H", "H", "H", "H", "H"], "xyz": [[0.307, -0.576, 0.064], [3.779, -2.390, 4.197], [2.387, -2.038, 3.936], [1.447, -2.476, 4.972], [1.879, -0.785, 3.018], [0.578, -1.042, 2.345], [3.067, -0.609, 1.950], [3.603, -1.098, 0.514], [2.541, -0.927, -0.515], [4.900, -0.167, 0.249], [5.964, -0.024, 1.235], [5.168, 0.413, -1.068], [4.094, -2.650, 0.771], [3.023, -3.634, 0.985], [5.176, -3.170, -0.070], [1.811, 0.599, 3.868], [0.784, 1.606, 3.557], [3.020, 1.099, 4.514], [3.851, -3.475, 4.292], [4.144, -1.944, 5.126], [4.412, -2.084, 3.370], [1.522, -3.558, 5.084], [0.429, -2.229, 4.680], [1.665, -2.007, 5.935], [5.651, -0.425, 2.197], [6.200, 1.034, 1.364], [6.873, -0.544, 0.920], [4.289, 0.320, -1.699], [6.014, -0.085, -1.548], [5.402, 1.472, -0.954], [2.257, -3.238, 1.650], [3.449, -4.519, 1.457], [2.553, -3.929, 0.043], [5.960, -2.426, -0.181], [4.824, -3.464, -1.063], [5.604, -4.046, 0.418], [-0.150, 1.108, 3.313], [1.064, 2.252, 2.723], [0.630, 2.218, 4.446], [3.661, 0.272, 4.814], [2.746, 1.655, 5.411], [3.590, 1.761, 3.855], [-0.778, -2.348, -0.807], [-2.079, -2.890, -1.332], [-3.282, -1.793, -1.543], [-3.838, -1.149, -0.326], [-4.177, 0.280, -0.772], [-4.356, 0.148, -2.283], [-3.235, -0.812, -2.649], [-2.635, -4.003, -0.255], [-3.943, -4.665, -0.435], [-4.331, -5.143, 0.973], [-3.516, -4.251, 1.910], [-2.206, -4.082, 1.151], [-1.861, -3.531, -2.821], [-2.968, -3.957, -3.701], [-2.580, -5.371, -4.115], [-1.059, -5.272, -4.214], [-0.686, -4.416, -3.004], [-3.118, -1.143, 0.498], [-4.724, -1.691, 0.012], [-3.333, 0.943, -0.564], [-5.061, 0.665, -0.265], [-4.273, 1.097, -2.807], [-5.324, -0.298, -2.522], [-2.278, -0.278, -2.669], [-3.382, -1.306, -3.607], [-3.869, -5.501, -1.133], [-4.673, -3.958, -0.837], [-4.042, -6.187, 1.108], [-5.403, -5.073, 1.142], [-3.375, -4.689, 2.897], [-4.002, -3.281, 2.032], [-1.563, -4.955, 1.301], [-1.641, -3.196, 1.436], [-3.013, -3.303, -4.576], [-3.928, -3.898, -3.191], [-3.056, -5.678, -5.044], [-2.862, -6.082, -3.334], [-0.782, -4.757, -5.136], [-0.558, -6.238, -4.203], [0.218, -3.830, -3.160], [-0.536, -5.044, -2.119], [-2.306, 3.047, 2.015], [-2.480, 4.112, 0.935], [-3.955, 4.303, 0.611], [-1.856, 5.428, 1.386], [-1.858, 3.700, -0.283], [-0.474, 2.861, -0.564], [-0.653, 1.297, -0.335], [0.002, 3.242, -2.092], [-0.719, 3.665, -3.255], [-1.934, 2.769, -3.462], [0.252, 3.513, -4.418], [-1.151, 5.123, -3.119], [0.720, 3.397, 0.468], [1.987, 4.007, 0.211], [2.869, 3.046, -0.584], [1.811, 5.325, -0.537], [2.619, 4.275, 1.572], [-2.779, 3.370, 2.945], [-1.243, 2.883, 2.203], [-2.753, 2.103, 1.701], [-4.509, 4.621, 1.495], [-4.380, 3.364, 0.248], [-4.073, 5.059, -0.167], [-2.368, 5.814, 2.269], [-1.932, 6.168, 0.587], [-0.801, 5.277, 1.623], [-1.614, 1.730, -3.557], [-2.473, 3.053, -4.368], [-2.609, 2.861, -2.609], [0.566, 2.472, -4.509], [1.137, 4.129, -4.248], [-0.214, 3.825, -5.353], [-1.800, 5.244, -2.253], [-1.690, 5.440, -4.013], [-0.280, 5.771, -3.002], [2.418, 2.838, -1.554], [2.978, 2.106, -0.033], [3.862, 3.475, -0.740], [1.371, 5.142, -1.514], [2.773, 5.823, -0.672], [1.153, 5.989, 0.027], [2.823, 3.335, 2.090], [1.946, 4.874, 2.187], [3.560, 4.814, 1.456]]}